Entry from OMol25: a structure of composition C26H32NO5SV in a non-equilibrium geometry (wB97M-V/def2-TZVPD).

Its spin multiplicity is 3. For the total energy, the calculation gives -2782.9482 hartree. The max |F| is 3.17 eV/A.

Each line ends with the Mulliken charge.
CARTESIAN COORDINATES (ANGSTROEM)
O1 2.44065 -1.46096 -3.26925  -0.365
C1 1.95849 -0.51541 -4.27890  -0.253
C2 1.42023 -1.59738 -5.18582  -1.000
H1 2.87090 -0.00049 -4.57701  0.392
H2 1.12520 0.12295 -3.96524  0.038
C3 1.83639 -2.52107 -4.03172  1.699
H3 1.96157 -1.65259 -6.11889  0.358
H4 0.33669 -1.58531 -5.32060  0.284
C4 2.86984 -3.58581 -4.27131  -1.746
H5 3.69374 -3.13750 -4.84299  0.401
H6 2.41382 -4.40378 -4.83392  0.399
H7 3.28992 -3.91425 -3.30244  0.335
C5 0.66472 -3.11642 -3.30715  -1.562
H8 -0.11194 -2.36197 -3.15126  0.245
H9 0.96149 -3.52584 -2.33524  0.357
H10 0.28694 -3.94606 -3.91233  0.457
V1 -0.47776 -0.07046 0.56080  0.986
C6 -2.38385 -0.52215 -0.91329  -1.051
C7 -2.76509 0.61778 -0.15226  -0.560
C8 -1.84770 1.67016 -0.47726  -0.227
H11 -3.69656 0.75495 0.38681  0.579
C9 -0.85291 1.15552 -1.37696  -1.315
C10 -1.20737 -0.20250 -1.66611  -0.186
H12 -0.86029 -0.79207 -2.50574  0.518
H13 -3.01491 -1.39199 -1.07949  0.699
H14 -1.99457 2.73197 -0.31928  0.629
H15 -0.14477 1.80599 -1.89040  0.567
C11 -1.42166 -1.67846 1.96098  -0.239
C12 -1.32244 -2.35331 0.70938  -0.829
C13 0.04034 -2.39654 0.32742  0.365
H16 -2.14419 -2.87047 0.21461  0.568
C14 0.82329 -1.83193 1.37732  -0.409
C15 -0.09021 -1.33892 2.38499  -0.803
H17 0.17030 -0.81918 3.29944  0.412
H18 -2.32439 -1.56696 2.55567  0.527
H19 0.42072 -2.87750 -0.57619  -0.176
H20 1.91383 -1.93101 1.51477  0.454
O2 2.14395 0.34716 0.10028  -0.001
C16 3.51830 -0.14629 -0.34499  -0.231
C17 4.53335 1.01394 -0.25091  -0.503
H21 3.46420 -0.60383 -1.35419  0.001
H22 3.84729 -0.90698 0.39269  0.283
C18 3.83933 2.06181 0.58730  -0.710
H23 4.77032 1.43246 -1.23146  0.237
H24 5.49999 0.74133 0.19372  0.309
C19 2.41661 1.57154 0.86772  -0.130
H25 3.79550 3.02280 0.08277  0.278
H26 4.35380 2.26920 1.51951  0.310
H27 1.66577 2.33831 0.60040  0.194
H28 2.26184 1.28603 1.92750  0.157
O3 -4.30785 3.42105 1.08553  -0.607
S1 -3.27431 3.84662 1.98950  1.180
O4 -3.12964 5.25818 2.26793  -0.689
N1 -1.82914 3.13592 1.63603  -0.607
C20 -1.49082 2.10012 2.40074  0.545
O5 -0.58970 1.23041 2.08936  -0.406
C21 -2.34226 1.99689 3.59844  0.450
C22 -2.38677 0.99190 4.57631  -0.275
C23 -3.46779 0.98471 5.46347  -0.745
C24 -4.50483 1.92747 5.33760  -0.452
C25 -4.48926 2.89031 4.31850  -0.680
C26 -3.38892 2.89641 3.47072  -0.015
H29 -1.58793 0.25635 4.62677  0.373
H30 -3.51587 0.24189 6.25706  0.401
H31 -5.35328 1.89735 6.01795  0.371
H32 -5.29034 3.60594 4.14259  0.416

=====

Entry from OMol25: a cluster of 4 separate species, C4H17NO3 in total in a non-equilibrium geometry (wB97M-V/def2-TZVPD).

Its spin multiplicity is 1. For the total energy, the calculation gives -443.0195 hartree. The max |F| is 2.51 eV/A.

Each line ends with the Mulliken charge.
CARTESIAN COORDINATES (ANGSTROEM)
C1 -0.50990 2.55881 0.32864  -1.137
C2 -1.18347 1.23330 -0.01051  -0.616
N1 -0.56727 0.57455 -1.21063  -0.372
C3 -0.98189 -0.83759 -1.25597  -0.321
C4 -0.36229 -1.51252 -2.48010  -1.122
H1 -0.92026 2.99632 1.22568  0.359
H2 -0.58401 3.16520 -0.58483  0.345
H3 0.56288 2.40802 0.28814  0.280
H4 -1.04855 0.50846 0.79546  0.336
H5 -2.25950 1.34034 -0.16016  0.510
H6 -1.03410 1.03217 -1.98752  0.280
H7 -0.66827 -1.32215 -0.33586  0.160
H8 -2.07038 -0.96204 -1.25530  0.463
H9 -0.28588 -0.76536 -3.27285  0.279
H10 0.67131 -1.78746 -2.25741  0.293
H11 -0.88825 -2.41030 -2.79093  0.378
O1 -0.14772 -2.20092 2.97345  -0.621
H12 0.39511 -2.97099 3.17588  0.320
H13 0.40091 -1.65272 2.38156  0.386
O2 1.87785 0.73330 -0.64770  -0.818
H14 0.86121 0.50127 -0.96364  0.526
H15 2.23325 0.10850 -0.00019  0.251
O3 1.21072 -0.16922 1.65385  -0.819
H16 1.36415 0.23429 0.73675  0.352
H17 1.96955 -0.42925 2.17628  0.307

=====

Entry from OMol25: a structure of composition C3H2Cl2O4Ru2 in a non-equilibrium geometry (wB97M-V/def2-TZVPD).

Its spin multiplicity is 11. The total charge is +4. For the total energy, the calculation gives -1524.1317 hartree. The max |F| is 14.97 eV/A.

Each line ends with the Mulliken charge.
CARTESIAN COORDINATES (ANGSTROEM)
Ru1 0.70172 1.13039 -0.88535  0.747
Ru2 0.46166 -0.34545 0.99949  0.690
Cl1 0.64768 2.18169 1.33769  0.409
Cl2 2.68023 -0.09585 0.23790  0.384
C1 -0.02744 -1.87322 0.13181  0.512
C2 -0.80164 1.94713 -1.53214  0.329
C3 1.01885 0.14892 -2.43644  0.276
O1 -0.43743 -2.79900 -0.46859  0.113
O2 -1.73949 2.51927 -1.94207  0.129
O3 1.27123 -0.44802 -3.40433  0.122
O4 -1.11090 -0.51326 2.43260  -0.586
H1 -0.81512 -0.74578 3.33419  0.457
H2 -1.84935 -1.10682 2.19525  0.418

=====

Entry from OMol25: a cluster of 2 separate species, C5H15N2O2 in total (wB97M-V/def2-TZVPD).

Its spin multiplicity is 1. The total charge is +1. For the total energy, the calculation gives -459.2934 hartree. The max |F| is 0.75 eV/A.

Each line ends with the Mulliken charge.
CARTESIAN COORDINATES (ANGSTROEM)
C1 1.05264 1.80398 0.12957  -0.632
O1 1.69582 0.57272 0.53372  -0.492
C2 -0.44863 1.57722 0.15232  -0.149
C3 -1.03867 1.16535 -1.19733  -0.794
C4 -0.55624 -0.19599 -1.68309  -0.646
N1 0.77605 -2.05493 0.11268  -0.304
C5 -0.51897 -2.04621 -0.04927  0.132
N2 -1.14527 -1.28534 -0.90651  -0.043
H1 1.42182 2.08896 -0.85980  0.362
H2 1.32721 2.60458 0.81845  0.376
H3 2.64412 0.73435 0.64193  0.268
H4 -0.96365 2.48149 0.47887  0.345
H5 -0.65294 0.80601 0.88852  0.093
H6 -2.12771 1.19528 -1.14311  0.396
H7 -0.76387 1.90508 -1.95167  0.347
H8 -0.84751 -0.33065 -2.72550  0.344
H9 0.52795 -0.25588 -1.64198  0.295
H10 1.36577 -1.30019 -0.21182  0.135
H11 1.15963 -2.62734 0.84225  0.286
H12 -1.09421 -2.80079 0.46262  0.410
H13 -2.14192 -1.41673 -1.01078  0.263
H14 -0.20415 -1.14485 3.45329  0.291
H15 0.54350 -0.34898 2.35673  0.286
O2 -0.01075 -1.12715 2.50991  -0.571

=====

Entry from OMol25: a cluster of 9 separate species, C16H16Cl32N2O4P in total in a non-equilibrium geometry (wB97M-V/def2-TZVPD).

Its spin multiplicity is 1. The total charge is +1. For the total energy, the calculation gives -16096.8387 hartree. The max |F| is 6.39 eV/A.

Each line ends with the Mulliken charge.
CARTESIAN COORDINATES (ANGSTROEM)
C1 4.37301 2.57190 2.86925  -0.536
C2 3.36468 1.72488 1.94676  -0.459
N1 2.80205 2.46727 0.77863  0.611
C3 1.36902 2.54675 0.38238  -0.630
P1 -0.08358 1.74100 1.34134  0.890
O1 -0.08337 0.21518 1.27467  -0.455
O2 0.07349 2.34463 2.95786  -0.516
O3 -1.51594 2.45818 0.73135  -0.338
C4 1.25588 3.39794 -0.92108  0.098
N2 2.61432 3.80575 -1.26658  0.178
C5 3.45547 3.24750 -0.23870  -0.054
C6 5.01548 3.57913 -0.37714  -1.062
C7 5.18176 5.16361 0.02931  0.242
C8 6.40396 5.43562 1.03662  -0.710
O4 3.95962 5.59778 0.72827  -0.530
H1 5.01378 3.33679 2.31231  -0.173
H2 5.09847 1.87315 3.43267  0.339
H3 3.72053 3.14347 3.63697  0.277
H4 3.81329 0.71271 1.60574  0.256
H5 2.46130 1.44723 2.62015  0.331
H6 0.58718 3.19364 2.86869  0.361
H7 -1.37079 3.44017 0.71190  0.307
H8 0.34492 3.70486 -1.53162  0.156
H9 2.98406 4.38878 -2.03392  0.322
H10 5.69574 2.93697 0.28618  0.372
H11 5.36495 3.40836 -1.46631  0.431
H12 5.23070 5.79615 -0.93537  0.411
H13 7.34726 5.86999 0.52321  0.345
H14 6.05803 6.27209 1.76456  -0.138
H15 6.68586 4.53456 1.69819  0.269
H16 3.98636 5.26339 1.65299  0.316
C9 1.21676 -1.07223 -1.79684  0.147
Cl1 1.27518 0.66251 -1.39650  0.170
Cl2 1.55907 -1.29356 -3.52710  -0.106
Cl3 2.43202 -1.94259 -0.83674  -0.062
Cl4 -0.39829 -1.70824 -1.42531  0.030
C10 -3.88091 -3.49496 -0.06318  0.252
Cl5 -3.57529 -5.12962 0.56244  -0.089
Cl6 -2.51366 -2.43675 0.35139  -0.003
Cl7 -4.06342 -3.56136 -1.82942  -0.096
Cl8 -5.36998 -2.85220 0.66196  -0.059
C11 -4.67760 -7.51993 -2.77814  0.235
Cl9 -5.60846 -6.07998 -3.24621  -0.078
Cl10 -5.30341 -8.15525 -1.24137  -0.038
Cl11 -4.83355 -8.76204 -4.03939  -0.084
Cl12 -2.96531 -7.08248 -2.58618  -0.053
C12 -9.11006 -10.14117 -1.11623  0.282
Cl13 -9.04821 -11.91713 -1.11955  -0.094
Cl14 -8.79184 -9.54007 0.52648  -0.059
Cl15 -7.87979 -9.50338 -2.22816  -0.030
Cl16 -10.72027 -9.60333 -1.64189  -0.099
C13 3.16881 -5.71675 -1.74532  0.309
Cl17 4.14727 -4.93803 -0.48106  -0.105
Cl18 1.44470 -5.43386 -1.41869  -0.043
Cl19 3.59229 -5.02952 -3.32855  -0.084
Cl20 3.49178 -7.46342 -1.75168  -0.097
C14 5.52264 9.32970 2.35111  0.384
Cl21 5.51529 8.11388 3.64938  -0.134
Cl22 4.23013 8.96178 1.18811  -0.079
Cl23 5.25223 10.94041 3.04768  -0.086
Cl24 7.09353 9.29872 1.52051  -0.091
C15 -3.96895 2.94071 -2.31463  0.285
Cl25 -4.90056 4.37844 -2.78320  -0.084
Cl26 -4.58585 2.30996 -0.77328  -0.064
Cl27 -4.12673 1.69561 -3.57076  -0.073
Cl28 -2.25356 3.38087 -2.13041  -0.128
C16 -8.51471 -5.45101 1.77798  0.259
Cl29 -7.25621 -6.04451 0.67240  0.054
Cl30 -9.86609 -4.78572 0.83532  -0.097
Cl31 -9.09961 -6.79295 2.78561  -0.099
Cl32 -7.83687 -4.17993 2.82016  -0.106

=====

Entry from OMol25: an isolated molecule of C2H2ClF in a non-equilibrium geometry (wB97M-V/def2-TZVPD).

Its spin multiplicity is 1. For the total energy, the calculation gives -637.4285 hartree. The max |F| is 3.27 eV/A.

Each line ends with the Mulliken charge.
CARTESIAN COORDINATES (ANGSTROEM)
C1 -0.63861 0.43012 0.25914  -0.634
C2 0.33054 -0.34578 -0.17330  0.449
F1 0.43710 -1.65286 0.20020  -0.220
Cl1 1.74294 0.00152 -1.15906  -0.144
H1 -1.34442 0.12270 0.93293  0.315
H2 -0.52756 1.44432 -0.05991  0.234